one) Below is a molecular structure, C48H43CdN10O5S5, with properties calculated with the ωB97M-V functional and the def2-TZVPD basis.

Results
Multiplicity: 1
Net charge: -1
E_HOMO: -4.3 eV
LUMO: 1.50 eV

Structure (XYZ):
```
112
Properties=species:S:1:pos:R:3:lowdin_charge:R:1
Cd -0.678 -0.335 -0.461 1.342
C 1.273 -2.534 1.154 -0.167
N 1.518 -1.236 0.559 -0.222
C 2.623 -1.224 -0.390 -0.136
C 2.175 -1.359 -1.828 -0.303
C 2.745 -2.280 -2.684 -0.034
C 2.285 -2.353 -3.995 -0.062
C 1.280 -1.499 -4.397 -0.063
C 0.771 -0.596 -3.472 -0.194
N 1.211 -0.520 -2.222 0.043
C 1.518 -0.109 1.516 -0.279
C 0.685 1.051 1.001 -0.551
C 1.392 2.102 0.266 -0.214
C 0.816 3.208 -0.240 -0.157
C -0.590 3.571 -0.209 -0.136
C -1.628 3.124 0.551 -0.295
N -1.742 2.277 1.625 -0.327
C -0.094 -2.652 1.801 -0.316
C -0.402 -3.780 2.546 -0.033
C -1.683 -3.916 3.056 -0.060
C -2.610 -2.913 2.825 -0.039
C -2.211 -1.807 2.097 -0.122
N -0.981 -1.680 1.598 0.028
H 2.038 -2.792 1.907 0.130
H 1.329 -3.289 0.363 0.115
H 3.356 -2.010 -0.163 0.120
H 3.147 -0.269 -0.293 0.114
H 3.517 -2.950 -2.325 0.106
H 2.694 -3.086 -4.678 0.104
H 0.855 -1.542 -5.389 0.104
H -0.035 0.071 -3.744 0.064
H 2.564 0.179 1.720 0.109
H 1.106 -0.473 2.458 0.096
H 2.476 2.003 0.171 0.094
H 1.459 3.910 -0.762 0.087
H -0.880 4.303 -0.956 0.084
H -2.605 3.518 0.272 0.098
H 0.345 -4.550 2.696 0.111
H -1.955 -4.802 3.615 0.103
H -3.632 -2.976 3.170 0.107
H -2.907 -1.012 1.871 0.074
N -7.054 4.843 2.058 0.077
C -6.612 3.603 1.570 -0.329
C -7.443 2.821 0.771 -0.041
C -7.016 1.584 0.316 -0.067
C -5.761 1.113 0.666 -0.301
C -4.925 1.881 1.465 -0.065
C -5.349 3.119 1.912 -0.032
S -5.210 -0.477 0.090 0.538
O -5.200 -1.364 1.229 -0.321
O -6.089 -0.816 -1.012 -0.354
N -3.698 -0.262 -0.356 -0.140
C -3.409 0.524 -1.398 -0.749
S -4.519 1.295 -2.511 1.032
C -3.184 2.034 -3.330 -0.415
C -2.024 1.656 -2.761 -0.297
N -2.148 0.815 -1.685 -0.091
H -7.739 5.289 1.468 0.077
H -6.303 5.478 2.281 0.078
H -8.425 3.191 0.497 0.104
H -7.643 0.982 -0.328 0.110
H -3.923 1.544 1.706 0.078
H -4.685 3.720 2.524 0.108
H -3.331 2.677 -4.181 0.051
H -1.036 1.970 -3.070 0.072
C -4.663 -3.282 -2.798 -0.126
O -3.442 -3.349 -2.059 -0.251
C -2.386 -2.660 -2.493 -1.319
S -2.410 -1.803 -3.917 0.607
S -1.039 -2.825 -1.419 0.511
H -5.368 -3.882 -2.228 0.091
H -4.522 -3.683 -3.802 0.067
H -5.015 -2.254 -2.857 0.056
O 2.316 7.562 4.360 0.105
C 2.728 6.298 4.629 -0.483
O 3.694 6.125 5.319 0.112
C 1.917 5.195 4.035 -0.145
C 2.525 3.950 3.890 -0.003
C 1.830 2.902 3.317 -0.055
C 0.511 3.079 2.913 -0.352
S -0.403 1.669 2.261 1.051
C -0.113 4.303 3.082 -0.053
C 0.595 5.360 3.632 -0.018
H 1.604 7.539 3.710 0.090
H 3.547 3.830 4.222 0.121
H 2.312 1.943 3.174 0.105
H -1.143 4.413 2.774 0.103
H 0.080 6.305 3.773 0.113
N 5.787 4.859 -4.433 0.166
C 6.634 5.769 -5.027 -0.194
C 7.985 6.049 -4.859 -0.028
C 8.512 7.055 -5.646 -0.104
C 7.719 7.758 -6.567 -0.102
C 6.378 7.474 -6.726 -0.020
C 5.828 6.461 -5.942 -0.228
N 4.532 5.977 -5.899 0.177
C 4.549 5.032 -4.999 -0.273
C 3.384 4.222 -4.615 -0.144
C 3.430 3.293 -3.582 -0.006
C 2.291 2.561 -3.285 -0.134
N 1.144 2.705 -3.941 0.083
C 1.104 3.600 -4.926 -0.120
C 2.186 4.377 -5.303 -0.008
H 6.032 4.175 -3.742 0.148
H 8.598 5.509 -4.149 0.106
H 9.560 7.308 -5.550 0.096
H 8.174 8.540 -7.161 0.095
H 5.761 8.013 -7.432 0.109
H 4.323 3.131 -2.992 0.102
H 2.285 1.834 -2.481 0.084
H 0.154 3.699 -5.440 0.110
H 2.117 5.093 -6.109 0.108
```


two) Below is a molecular structure, C48H43CdN10O5S5, with properties calculated with the ωB97M-V functional and the def2-TZVPD basis.

Results
Multiplicity: 1
Net charge: -1
E_HOMO: -4.1 eV
LUMO: 1.60 eV

Structure (XYZ):
```
112
Properties=species:S:1:pos:R:3:lowdin_charge:R:1
Cd 0.264 -0.356 -1.425 1.329
C -1.512 -3.176 -0.742 -0.135
N -1.021 -2.101 0.098 -0.215
C -2.084 -1.285 0.654 -0.139
C -2.880 -0.633 -0.444 -0.290
C -4.242 -0.392 -0.330 -0.028
C -4.910 0.168 -1.404 -0.064
C -4.208 0.444 -2.567 -0.054
C -2.851 0.166 -2.598 -0.126
N -2.205 -0.347 -1.556 0.064
C -0.080 -2.566 1.101 -0.142
C 0.720 -1.434 1.689 -0.274
C 1.142 -1.472 3.008 -0.025
C 1.958 -0.457 3.479 -0.058
C 2.319 0.563 2.617 -0.040
C 1.843 0.532 1.316 -0.163
N 1.051 -0.438 0.865 0.065
C -0.497 -3.565 -1.782 -0.297
C -0.277 -4.891 -2.113 -0.040
C 0.614 -5.186 -3.128 -0.078
C 1.270 -4.145 -3.760 -0.072
C 1.010 -2.849 -3.343 -0.169
N 0.134 -2.560 -2.387 0.050
H -1.828 -4.061 -0.169 0.130
H -2.391 -2.805 -1.271 0.123
H -2.761 -1.860 1.309 0.133
H -1.628 -0.495 1.252 0.101
H -4.760 -0.646 0.585 0.114
H -5.971 0.375 -1.340 0.106
H -4.698 0.866 -3.433 0.102
H -2.246 0.353 -3.474 0.091
H -0.579 -3.134 1.902 0.133
H 0.635 -3.229 0.598 0.067
H 0.866 -2.308 3.637 0.115
H 2.322 -0.481 4.498 0.112
H 2.967 1.368 2.928 0.109
H 2.103 1.311 0.612 0.052
H -0.787 -5.674 -1.567 0.110
H 0.818 -6.213 -3.399 0.107
H 1.999 -4.325 -4.536 0.105
H 1.521 -2.003 -3.781 0.080
N 7.331 -2.527 -5.720 0.082
C 6.490 -1.827 -4.852 -0.330
C 6.549 -0.438 -4.780 -0.039
C 5.735 0.250 -3.895 -0.080
C 4.865 -0.446 -3.073 -0.300
C 4.806 -1.834 -3.126 -0.066
C 5.617 -2.518 -4.010 -0.028
S 3.789 0.424 -1.972 0.524
O 3.989 -0.084 -0.643 -0.315
O 4.022 1.828 -2.215 -0.355
N 2.308 -0.012 -2.433 -0.236
C 1.809 0.491 -3.586 -0.784
S 2.618 1.585 -4.674 1.068
C 1.224 1.568 -5.692 -0.411
C 0.265 0.800 -5.139 -0.288
N 0.580 0.182 -3.955 -0.038
H 7.648 -2.003 -6.520 0.080
H 7.013 -3.450 -5.966 0.080
H 7.232 0.103 -5.423 0.105
H 5.760 1.329 -3.839 0.105
H 4.146 -2.367 -2.450 0.014
H 5.585 -3.600 -4.041 0.109
H 1.180 2.140 -6.601 0.054
H -0.713 0.634 -5.569 0.098
C -2.010 3.268 -4.063 -0.156
O -1.347 2.572 -3.021 -0.322
C -0.453 3.248 -2.263 -1.360
S -0.136 4.857 -2.537 0.554
S 0.263 2.312 -1.037 0.530
H -2.774 2.580 -4.426 0.074
H -1.312 3.515 -4.866 0.076
H -2.461 4.191 -3.697 0.058
O 3.804 -4.987 5.892 0.080
C 4.028 -3.825 5.204 -0.495
O 4.430 -2.864 5.812 0.081
C 3.749 -3.858 3.757 -0.186
C 4.309 -2.867 2.941 -0.040
C 4.058 -2.830 1.591 -0.109
C 3.223 -3.783 0.963 -0.742
S 2.844 -3.651 -0.711 0.609
C 2.672 -4.779 1.797 -0.139
C 2.927 -4.815 3.151 -0.065
H 3.602 -5.683 5.256 0.078
H 4.938 -2.117 3.404 0.118
H 4.478 -2.047 0.972 0.088
H 2.016 -5.515 1.346 0.090
H 2.429 -5.579 3.743 0.103
N -4.497 4.505 5.187 0.165
C -5.485 5.369 5.608 -0.195
C -5.910 5.772 6.869 -0.029
C -6.962 6.666 6.912 -0.105
C -7.569 7.141 5.739 -0.103
C -7.142 6.734 4.492 -0.019
C -6.082 5.831 4.427 -0.229
N -5.469 5.261 3.326 0.179
C -4.539 4.488 3.816 -0.272
C -3.636 3.650 3.014 -0.143
C -2.602 2.916 3.583 -0.013
C -1.830 2.108 2.762 -0.126
N -2.031 1.994 1.456 0.069
C -2.991 2.732 0.908 -0.122
C -3.821 3.566 1.638 0.005
H -3.868 3.983 5.769 0.147
H -5.443 5.407 7.774 0.105
H -7.326 7.008 7.871 0.096
H -8.389 7.842 5.820 0.095
H -7.605 7.097 3.585 0.109
H -2.370 2.967 4.638 0.100
H -1.011 1.528 3.174 0.106
H -3.088 2.652 -0.168 0.108
H -4.599 4.146 1.162 0.111
```


Most favorable structure: two). The second most favorable one is 0.1107 hartree above it.


one) Below is a single C3H2F2O molecule, with properties calculated with the ωB97M-V functional and the def2-TZVPD basis.

Results
Multiplicity: 1
Structure (SMILES): O=CC=C(F)F
Net charge: 0
E_HOMO: -10.2 eV
LUMO: 0.20 eV

Structure (XYZ):
```
8
Properties=species:S:1:pos:R:3:nbo_charge:R:1
C 1.082 0.411 -0.040 0.848
C 0.113 -0.513 0.040 -0.528
C -1.300 -0.087 0.015 0.408
H 0.453 -1.527 -0.097 0.246
H -1.899 -1.045 0.190 0.095
O -1.775 1.011 -0.099 -0.509
F 0.983 1.706 0.052 -0.267
F 2.342 0.045 -0.062 -0.294
```


two) Below is a molecular structure, C3H2F2O, with properties calculated with the ωB97M-V functional and the def2-TZVPD basis.

Results
Multiplicity: 1
Net charge: 0
E_HOMO (alpha / beta): -10.8 / -9.0 eV
LUMO (alpha / beta): -1.87 / -2.61 eV

Structure (XYZ):
```
8
Properties=species:S:1:pos:R:3:nbo_charge:R:1
C -0.508 -0.217 0.571 -0.359
C -1.059 0.456 -0.482 0.186
C 0.711 0.429 0.237 0.935
O 0.201 1.117 -0.775 -0.480
F 1.839 0.729 0.776 -0.211
F 1.375 -2.084 -0.251 -0.598
H -0.796 -1.022 1.242 0.277
H -1.763 0.591 -1.319 0.250
```


Most favorable structure: one). The second most favorable one is 0.1784 hartree above it.


one) Below is a single C6H7NO2 molecule, with properties calculated with the ωB97M-V functional and the def2-TZVPD basis.

Results
Multiplicity: 1
Structure (SMILES): C/[N+]([O-])=C\c1ccco1
Net charge: 0
E_HOMO: -7.7 eV
LUMO: 0.27 eV

Structure (XYZ):
```
16
Properties=species:S:1:pos:R:3:nbo_charge:R:1
C 1.377 -0.606 1.689 -0.453
C 0.993 1.001 -0.101 -0.099
C -0.232 0.409 -0.500 0.206
C -0.978 0.761 -1.548 -0.275
C -2.177 -0.127 -1.517 -0.320
C -2.022 -0.901 -0.409 0.098
H 0.465 -0.401 2.210 0.230
H 2.269 -0.772 2.272 0.240
H 1.116 -1.424 1.111 0.222
H 1.534 1.744 -0.654 0.236
H -0.869 1.574 -2.255 0.236
H -2.833 -0.133 -2.428 0.244
H -2.540 -1.822 0.013 0.216
N 1.803 0.445 0.822 0.166
O 2.932 0.923 1.063 -0.500
O -0.838 -0.670 0.233 -0.446
```


two) Below is a single C6H7NO2 molecule, with properties calculated with the ωB97M-V functional and the def2-TZVPD basis.

Results
Multiplicity: 1
Structure (SMILES): C/[N+]([O-])=C/c1ccco1
Net charge: 0
E_HOMO: -7.9 eV
LUMO: 0.41 eV

Structure (XYZ):
```
16
Properties=species:S:1:pos:R:3:nbo_charge:R:1
C -2.743 1.485 0.193 -0.417
C -0.642 0.205 0.482 -0.040
C 0.565 -0.429 0.109 0.160
C 1.415 -1.238 0.772 -0.229
C 2.550 -1.548 0.035 -0.356
C 2.357 -0.820 -1.096 0.172
H -3.411 1.042 -0.546 0.233
H -2.692 1.117 1.152 0.187
H -2.777 2.677 0.036 0.234
H -0.927 0.073 1.330 0.179
H 1.180 -1.551 1.982 0.223
H 3.602 -2.022 0.436 0.248
H 2.960 -0.796 -1.830 0.177
N -1.449 0.811 -0.332 0.130
O -1.257 1.108 -1.601 -0.545
O 1.269 -0.115 -1.123 -0.355
```


Most favorable structure: one). The second most favorable one is 0.0841 hartree above it.


one) Below is a molecular structure, C6H7NO2, with properties calculated with the ωB97M-V functional and the def2-TZVPD basis.

Results
Multiplicity: 1
Net charge: 0
E_HOMO: -9.5 eV
LUMO: 0.81 eV

Structure (XYZ):
```
16
Properties=species:S:1:pos:R:3:nbo_charge:R:1
C -0.095 -0.054 1.181 -0.523
C -0.288 1.083 0.275 0.056
C 1.839 -0.255 -0.510 0.069
C 1.204 -1.380 -0.297 -0.280
C -0.161 -0.937 0.144 -0.008
C -1.524 0.841 -0.433 -0.080
H 0.838 0.275 1.588 0.252
H -1.016 -0.108 1.821 0.254
H -0.490 2.209 0.648 0.212
H 3.031 0.102 -0.500 0.258
H 1.705 -2.472 -0.505 0.263
H -0.157 -0.391 -0.852 0.274
H -1.886 1.688 -1.300 0.222
N -2.270 -0.244 -0.591 -0.059
O 0.966 1.034 -0.536 -0.580
O -1.697 -1.391 -0.135 -0.331
```


two) Below is a single C6H7NO2 molecule, with properties calculated with the ωB97M-V functional and the def2-TZVPD basis.

Results
Multiplicity: 1
Structure (SMILES): N/C=C1/COC=CC1=O
Net charge: 0
E_HOMO: -8.3 eV
LUMO: 0.41 eV

Structure (XYZ):
```
16
Properties=species:S:1:pos:R:3:nbo_charge:R:1
C -1.494 -0.866 -0.110 0.143
C -0.247 -0.303 -0.069 -0.318
C 0.926 -1.203 0.298 -0.074
C 2.258 0.648 -0.211 0.225
C 1.233 1.530 0.036 -0.421
C -0.143 1.098 0.030 0.474
H -3.676 -0.721 -0.077 0.406
H -2.550 0.795 -0.266 0.441
H -1.465 -1.928 -0.107 0.191
H 0.741 -2.177 -0.150 0.199
H 1.117 -1.250 1.415 0.182
H 3.274 0.782 -0.541 0.202
H 1.592 2.571 0.192 0.242
N -2.631 -0.173 -0.206 -0.752
O 2.193 -0.728 -0.277 -0.487
O -1.131 1.927 0.044 -0.652
```


Most favorable structure: two). The second most favorable one is 0.2893 hartree above it.